# 1
{"formula": "C43H60AlCl5FILiN6O9S", "method": "ωB97M-V with the def2-TZVPD basis set", "species": ["C", "C", "C", "I", "C", "C", "C", "O", "N", "C", "O", "F", "C", "O", "C", "N", "C", "N", "C", "C", "C", "C", "C", "C", "C", "C", "N", "C", "C", "C", "C", "C", "C", "C", "C", "C", "O", "C", "H", "H", "H", "H", "H", "H", "H", "H", "H", "H", "H", "H", "H", "H", "H", "H", "H", "H", "H", "H", "H", "H", "H", "H", "H", "H", "H", "H", "H", "H", "H", "H", "H", "H", "H", "H", "H", "H", "Cl", "C", "C", "Cl", "H", "H", "H", "H", "Li", "Cl", "Cl", "Al", "C", "C", "C", "O", "H", "H", "H", "H", "H", "H", "H", "H", "N", "C", "C", "C", "C", "C", "H", "H", "H", "H", "H", "Cl", "N", "C", "C", "C", "C", "C", "H", "H", "H", "H", "H", "O", "S", "O", "O", "O"], "xyz": [[1.41070, 5.66043, 0.25090], [0.42119, 6.02852, 1.43927], [-0.67457, 4.92350, 1.77212], [-2.37342, 5.92820, 2.77182], [-1.20361, 4.10038, 0.54602], [-1.61923, 4.70813, -0.79217], [-1.59707, 6.24559, -1.07799], [-2.16540, 7.07782, -0.37460], [-0.89152, 6.79954, -2.28822], [-1.81486, 7.79935, -2.81647], [-1.70290, 8.99293, -2.64416], [-2.90241, 7.36418, -3.60245], [-2.06911, 3.81923, -1.88769], [-2.41544, 4.42878, -3.14791], [-1.32226, 4.31816, -4.00949], [-0.27848, 4.09238, -4.49541], [-2.19291, 2.29141, -1.77086], [-2.63306, 1.61142, -2.92378], [-2.71073, 0.26466, -2.62049], [-3.18953, -0.68856, -3.81096], [-2.39404, -0.40117, -1.29029], [-2.57236, -1.96384, -1.06686], [-4.07715, -2.44367, -1.16284], [-4.98520, -1.97123, 0.04902], [-4.42819, -2.37121, 1.48838], [-5.38574, -0.40209, -0.06059], [-1.93337, 0.31610, -0.20310], [-1.82632, 1.69713, -0.44358], [-1.31941, 2.60115, 0.69632], [-0.92130, 1.85704, 2.04637], [0.69163, 1.71060, 2.08465], [1.15913, 0.23923, 2.50593], [2.07895, -0.49567, 1.44367], [3.22476, 0.40865, 0.81707], [4.11126, -0.49727, -0.18022], [5.50408, 0.17818, -0.58138], [5.49635, 0.90862, -1.83630], [6.46874, 0.36914, -2.78015], [1.38176, 4.58258, -0.08321], [1.22557, 6.40641, -0.58835], [2.48446, 5.85606, 0.58852], [-0.15053, 6.98048, 1.16693], [1.00060, 6.24604, 2.41459], [-0.22863, 4.26950, 2.59003], [-0.03307, 7.27212, -1.96234], [-2.86225, -0.26271, -4.81547], [-2.80944, -1.74395, -3.70578], [-4.32854, -0.68781, -3.76180], [-2.22871, -2.19541, -0.00251], [-1.85875, -2.52629, -1.74542], [-4.05539, -3.59043, -1.13135], [-4.61233, -2.17745, -2.11925], [-5.99141, -2.53190, -0.06518], [-5.31355, -2.27209, 2.21323], [-3.61127, -1.68673, 1.86938], [-4.11065, -3.47751, 1.54154], [-4.79606, 0.18567, 0.75115], [-5.04331, -0.09763, -1.10993], [-6.50749, -0.25598, -0.01754], [-1.43166, 0.86000, 2.16664], [-1.25631, 2.54011, 2.88381], [1.08030, 2.42168, 2.88117], [1.05356, 2.04196, 1.06753], [0.22275, -0.40326, 2.62372], [1.63918, 0.26081, 3.53973], [2.64657, -1.41119, 2.06114], [1.47752, -1.02329, 0.62239], [2.81200, 1.24738, 0.15701], [3.86793, 0.93094, 1.59151], [3.46963, -0.59981, -1.12040], [4.32273, -1.52312, 0.23391], [5.82476, 0.88775, 0.25086], [6.27458, -0.64822, -0.64747], [6.67466, 1.06673, -3.64735], [7.47906, 0.18539, -2.27831], [6.05548, -0.61201, -3.20761], [4.79221, -2.37495, -2.53189], [5.84617, -3.80282, -2.71990], [6.81473, -3.95768, -1.56637], [8.05700, -2.68147, -1.55096], [6.36917, -3.71308, -3.67504], [5.19086, -4.67410, -2.77040], [7.34247, -4.90897, -1.65358], [6.30033, -3.94041, -0.60454], [-6.17830, -4.09453, 1.63819], [3.95241, -1.47756, 2.86459], [-4.90378, 0.61654, 2.48711], [-7.23423, 1.90715, 2.03819], [-6.95346, -3.21197, 5.93011], [-5.89647, -4.28518, 6.13512], [-5.76277, -4.65729, 7.60291], [-4.64255, -3.81208, 5.64878], [-6.68989, -2.29652, 6.46700], [-7.03075, -2.94532, 4.87104], [-7.93282, -3.55124, 6.27803], [-6.15692, -5.17447, 5.55278], [-5.45814, -3.79059, 8.19762], [-4.99215, -5.42009, 7.73635], [-6.70579, -5.03955, 8.00119], [-4.40373, -3.02516, 6.15785], [6.80404, -3.09583, -6.05083], [5.59146, -2.68405, -6.44617], [5.34206, -2.08107, -7.66792], [6.40848, -1.88733, -8.53365], [7.67357, -2.30237, -8.14865], [7.81749, -2.89860, -6.90643], [4.79073, -2.85522, -5.73293], [4.33992, -1.77071, -7.93558], [6.25557, -1.41830, -9.49888], [8.52829, -2.16673, -8.79940], [8.78707, -3.24349, -6.56225], [2.76515, 6.05770, 3.30321], [-5.26191, -0.56769, 7.39728], [-5.93270, -0.31058, 8.52929], [-5.32277, -0.05613, 9.74671], [-3.93722, -0.07126, 9.80234], [-3.21869, -0.33624, 8.64696], [-3.92314, -0.57459, 7.47808], [-7.01418, -0.31277, 8.43672], [-5.91609, 0.14822, 10.62870], [-3.42277, 0.12190, 10.73665], [-2.13658, -0.35650, 8.65288], [-3.40456, -0.78270, 6.54695], [7.33378, -3.01836, -11.94153], [8.78657, -3.25295, -11.88173], [9.37251, -3.09488, -13.22221], [9.03997, -4.62030, -11.39811], [9.39945, -2.27828, -10.96286]], "lowdin_charge": [-0.12, -0.39, -0.62, 0.77, -0.14, 0.04, -0.31, 0.07, 0.15, -0.42, 0.14, 0.06, -0.08, -0.02, -0.26, 0.17, -0.09, 0.17, -0.20, -0.05, -0.17, -0.12, -0.19, -0.40, -0.17, -0.18, 0.16, -0.10, -0.04, -0.15, -0.15, -0.20, -0.31, -0.26, -0.25, -0.23, -0.23, -0.15, 0.08, 0.05, 0.04, 0.07, -0.10, 0.07, 0.13, 0.09, 0.07, 0.08, 0.11, 0.12, 0.12, 0.10, 0.10, 0.04, 0.07, 0.08, -0.14, 0.08, 0.04, 0.08, 0.10, 0.12, 0.10, 0.09, 0.11, -0.15, 0.12, 0.12, 0.10, 0.08, 0.06, 0.13, 0.07, 0.09, 0.07, 0.01, 0.67, -0.61, -0.64, 0.58, 0.04, 0.07, 0.07, 0.07, 0.84, 0.23, -0.09, 0.64, -0.06, -0.50, -0.05, -0.06, 0.05, 0.06, 0.08, 0.13, 0.08, 0.08, 0.08, 0.07, 0.04, -0.17, -0.07, -0.06, -0.05, -0.14, 0.09, 0.10, 0.11, 0.08, 0.10, -0.45, 0.04, -0.16, -0.07, -0.07, -0.06, -0.15, 0.10, 0.10, 0.11, 0.11, 0.11, -0.25, 0.24, -0.24, -0.24, -0.26], "mol_weight_g_mol": 1194.14, "charge": -1, "gap_ha": 0.03420}

=====

# 2
{"formula": "C7H12N2", "method": "ωB97M-V with the def2-TZVPD basis set", "species": ["C", "C", "C", "C", "C", "C", "C", "N", "N", "H", "H", "H", "H", "H", "H", "H", "H", "H", "H", "H", "H"], "xyz": [[1.55864, -2.46711, -0.11667], [-2.13937, 0.63428, -0.03464], [0.62505, 1.62251, -1.77873], [0.33801, -2.09739, -0.30067], [-1.51020, -0.53168, -0.06882], [0.88055, 1.52859, -0.45867], [0.20308, 0.72521, 1.84376], [-0.09956, -0.67043, -0.14774], [0.71798, 0.50924, 0.45558], [1.74173, -3.44695, -0.19869], [2.42718, -1.89698, 0.13044], [-3.17942, 0.49973, -0.01310], [-1.83628, 1.59805, -0.19893], [0.98749, 2.50114, -2.26315], [0.30227, 0.93533, -2.49957], [-0.42043, -2.75256, -0.69632], [-2.23208, -1.39390, 0.06786], [1.43266, 2.45516, -0.05106], [0.45701, -0.13670, 2.43476], [0.65917, 1.66053, 2.13224], [-0.91346, 0.72393, 1.76212]], "lowdin_charge": [0.00, -0.02, 0.00, -0.13, -0.21, -0.23, -0.04, -0.06, -0.09, 0.01, 0.06, 0.04, 0.03, 0.03, 0.03, 0.11, 0.13, 0.14, 0.08, 0.08, 0.06], "mol_weight_g_mol": 124.19, "charge": 0, "smiles": "C=CN(C)N(C=C)C=C", "gap_ha": 0.33514}

=====

# 3
{"formula": "C4H6O2", "method": "ωB97M-V with the def2-TZVPD basis set", "species": ["C", "C", "C", "O", "C", "O", "H", "H", "H", "H", "H", "H"], "xyz": [[-0.19632, -0.07764, -1.44361], [0.04596, 0.46393, -0.03345], [-0.71793, -0.10176, 1.17265], [0.53232, -0.47133, 1.81817], [1.25110, -0.08517, 0.72526], [2.42113, -0.21351, 0.53126], [-0.93244, -0.88762, -1.43753], [-0.55843, 0.69934, -2.12282], [0.73751, -0.47451, -1.85481], [0.07471, 1.55810, -0.01665], [-1.31078, -0.99535, 0.96249], [-1.28113, 0.60271, 1.78643]], "lowdin_charge": [-0.04, -0.22, -0.10, 0.05, -0.47, 0.14, 0.08, 0.08, 0.08, 0.15, 0.12, 0.12], "mol_weight_g_mol": 86.09, "charge": 0, "gap_ha": 0.41724}

=====

# 4
{"formula": "C2H8O2P2S", "method": "ωB97M-V with the def2-TZVPD basis set", "species": ["C", "C", "O", "O", "P", "P", "S", "H", "H", "H", "H", "H", "H", "H", "H"], "xyz": [[1.45283, 0.26419, 1.59264], [1.22922, -0.09989, -1.21899], [-3.16814, -1.40493, 0.01977], [-0.59899, -0.99026, 0.39533], [-2.12956, 0.81297, -1.41020], [1.03214, -1.09288, 0.34080], [-3.10537, 0.06461, 0.15974], [0.98076, 0.16743, 2.60279], [1.18108, 1.26560, 1.23424], [2.54384, 0.49896, 1.79590], [1.14243, -0.88256, -2.04857], [2.27094, 0.42403, -1.26502], [0.33225, 0.61936, -1.24687], [-0.94449, -1.88122, 0.28472], [-2.21894, 2.23460, -1.23627]], "lowdin_charge": [-0.31, -0.34, -0.66, -0.50, 0.55, 0.77, 0.47, 0.04, 0.02, 0.05, 0.04, 0.07, -0.05, 0.02, -0.16], "mol_weight_g_mol": 158.10, "charge": 0, "gap_ha": [0.26930, 0.26926]}

=====

# 5
{"formula": "H3O2PS", "method": "ωB97M-V with the def2-TZVPD basis set", "species": ["O", "O", "P", "S", "H", "H", "H"], "xyz": [[-1.27946, 1.06626, 0.91764], [0.04240, -1.50822, 0.12019], [0.55295, -0.09609, -0.49610], [2.49080, 0.32786, -0.37557], [-0.58476, 1.60929, 1.34312], [-0.87432, -1.66328, 0.08390], [-0.34760, 0.26418, -1.59318]], "lowdin_charge": [-0.38, -0.28, 0.45, 0.22, -0.07, 0.04, 0.02], "mol_weight_g_mol": 98.06, "charge": 0, "gap_ha": [0.29549, 0.29172]}

=====

# 6
{"formula": "C21H33CdN3O7P2", "method": "ωB97M-V with the def2-TZVPD basis set", "species": ["P", "P", "C", "C", "H", "H", "H", "H", "C", "H", "H", "H", "C", "H", "H", "H", "C", "H", "H", "H", "C", "H", "H", "H", "Cd", "C", "C", "C", "C", "C", "C", "C", "C", "C", "H", "H", "H", "H", "H", "H", "H", "H", "H", "H", "H", "H", "H", "H", "H", "O", "N", "O", "C", "C", "C", "C", "O", "C", "C", "N", "O", "O", "N", "O", "O", "H", "H"], "xyz": [[1.81179, -2.04798, -3.54270], [-1.48292, -2.19129, -3.20963], [0.80683, -3.21340, -4.55667], [-0.64168, -2.76637, -4.77136], [0.85960, -4.19059, -4.05247], [1.34101, -3.29399, -5.51264], [-0.70403, -1.93845, -5.49346], [-1.24675, -3.60100, -5.15155], [-1.99844, -3.83977, -2.57725], [-2.60053, -3.71010, -1.67017], [-1.12089, -4.45146, -2.32752], [-2.59467, -4.34375, -3.34877], [-3.02799, -1.53949, -3.92656], [-3.57417, -2.34078, -4.44150], [-2.77667, -0.73843, -4.63469], [-3.64302, -1.12038, -3.12192], [3.32685, -3.00283, -3.24957], [3.96608, -2.46648, -2.53823], [3.85531, -3.14421, -4.20145], [3.05584, -3.97825, -2.82216], [2.24372, -0.75298, -4.74689], [1.34099, -0.23049, -5.09257], [2.74490, -1.22889, -5.60002], [2.91790, -0.02366, -4.28053], [-0.41984, 2.46557, 1.91858], [-1.36624, -0.73694, -0.73878], [-0.98734, -1.96396, -0.33452], [0.36769, -2.53233, -0.58176], [1.47480, -1.98995, 0.34732], [2.35864, -1.02034, -0.34837], [2.04945, -0.28932, -1.44569], [0.68260, 0.08344, -1.96183], [-0.42229, 0.41834, -0.93472], [1.67170, 2.01456, 2.21016], [-2.43589, -0.50193, -0.81668], [-1.71659, -2.62474, 0.16054], [0.66774, -2.34539, -1.63951], [0.34085, -3.63320, -0.53452], [1.03733, -1.56111, 1.26333], [2.08068, -2.85418, 0.66386], [3.33192, -0.85213, 0.13079], [2.88257, 0.17807, -2.00132], [0.24888, -0.73679, -2.59461], [0.78373, 0.91418, -2.68488], [0.01708, 0.76689, 0.01428], [-1.00882, 1.25387, -1.36051], [2.21715, 2.94361, 2.42090], [2.11216, 1.49746, 1.34726], [1.72775, 1.35813, 3.09191], [-0.82171, 4.09048, 9.12969], [-0.91732, 4.89773, 8.18295], [-0.83071, 6.13480, 8.34132], [-1.13144, 4.39195, 6.84579], [-1.22425, 3.00410, 6.62489], [-1.36168, 2.52552, 5.32704], [-1.69429, 3.43462, 4.25305], [-2.22639, 3.02963, 3.16518], [-1.35123, 4.82108, 4.47915], [-1.13808, 5.30131, 5.77089], [-1.00106, 5.59605, 3.30748], [-0.97045, 6.83658, 3.37718], [-0.67966, 4.97519, 2.24554], [-1.11744, 1.12551, 5.02567], [-1.23037, 0.30164, 5.95038], [-0.76431, 0.78385, 3.85983], [-1.15573, 2.29841, 7.44890], [-0.93864, 6.35480, 5.94409]], "lowdin_charge": [0.83, 0.88, -0.41, -0.41, 0.08, 0.07, 0.07, 0.07, -0.26, 0.04, 0.04, 0.04, -0.28, 0.04, 0.04, 0.03, -0.26, 0.04, 0.04, 0.05, -0.25, 0.05, 0.04, 0.04, 1.42, -0.19, -0.19, -0.24, -0.18, -0.14, -0.20, -0.28, -0.20, -0.26, 0.10, 0.11, 0.01, 0.11, 0.12, 0.11, 0.10, 0.10, -0.03, 0.11, 0.04, 0.10, -0.04, -0.06, -0.04, 0.06, -0.33, 0.06, -0.13, 0.11, -0.07, -0.34, -0.13, -0.07, 0.11, -0.28, 0.10, -0.07, -0.28, 0.09, -0.05, 0.14, 0.14], "mol_weight_g_mol": 613.87, "charge": 0, "gap_ha": 0.19564}

=====

Going through the records in order, we get largest force on an atom values of 0.101 0.089 0.014 0.042 0.070 0.052 hartree/bohr.
Going through the records in order, we get E values of -6026.33914 -383.25783 -306.48020 -1312.30248 -891.74087 -2360.91769 a.u..